12
Properties=species:S:1:pos:R:3 method="wB97M-V/def2-TZVPD" largest_force_ha_per_bohr=0.0946 homo_ev=-9.8 lumo_energy_ev=-0.813 multiplicity=1
C 0.10065 -0.93094 1.13147
C 0.13677 -0.91662 -1.08480
C 0.24727 0.09996 0.05089
C -0.52091 1.36054 0.04424
N -0.12505 -2.08892 0.67866
N -0.10033 -2.07514 -0.71561
I 2.38058 0.70292 0.03893
H 0.04461 -0.64441 2.14714
H -0.01253 -0.72605 -2.22092
H -0.22192 1.87717 -0.94211
H -0.22895 2.10537 0.85598
H -1.70017 1.23611 0.01613

13
Properties=species:S:1:pos:R:3 method="wB97M-V/def2-TZVPD" largest_force_ha_per_bohr=0.1060 homo_ev=-9.0 lumo_energy_ev=-0.465 multiplicity=1
C -0.93843 -1.11753 -0.21808
C 0.23795 -0.58801 -0.73090
C -1.25921 -0.33384 1.01379
C 0.70264 0.58918 0.00059
N -2.09465 -0.67986 1.88965
N -0.36190 0.80425 0.93869
O 1.00503 1.74793 -0.66969
I -0.47653 2.42230 2.17354
H -1.51613 -2.08254 -0.53859
H 0.44954 -0.80325 -1.86644
H 1.63638 0.32572 0.66862
H -2.22569 -0.12782 2.71695
H 0.20255 2.17328 -0.76936

11
Properties=species:S:1:pos:R:3 method="wB97M-V/def2-TZVPD" largest_force_ha_per_bohr=0.1917 homo_ev=-8.3 lumo_energy_ev=0.156 multiplicity=1
C 0.74607 0.50360 -0.22962
C -0.21553 1.71619 -0.60899
C -0.47143 -1.42716 0.96230
C 0.28482 -0.85175 -0.18845
O -1.08097 -1.12082 -0.26768
I 0.49884 3.57555 -0.94748
H 1.71329 0.68622 -0.45295
H -1.34137 1.73267 -0.53208
H -0.23160 -2.42506 1.08083
H -0.74462 -0.78684 1.84683
H 0.84249 -1.60259 -0.66270

21
Properties=species:S:1:pos:R:3 method="wB97M-V/def2-TZVPD" largest_force_ha_per_bohr=0.0645 homo_ev=2.8 total_charge=-3 lumo_energy_ev=4.608 multiplicity=1
K 0.88866 2.09283 2.26443
S -1.87037 1.51546 -1.39902
O -2.91754 2.37315 -1.86698
O -0.59494 2.21681 -1.28185
O -2.25501 1.08657 -0.04057
O -1.82193 0.34231 -2.26793
S -3.83036 5.05765 2.49514
O -4.27518 6.14604 3.34376
O -4.28963 3.75406 2.89812
O -4.30453 5.37441 1.14966
O -2.38772 5.00388 2.69521
N 1.93176 -3.20592 -0.03096
C 3.11290 -2.50031 -0.26632
C 3.74512 -3.03912 -1.42160
C 2.99903 -4.22909 -1.76675
C 2.00866 -4.32153 -0.80859
H 1.31469 -3.10635 0.76239
H 3.27142 -1.66808 0.40350
H 4.74875 -2.79777 -1.73921
H 3.24166 -4.99226 -2.49140
H 1.28448 -5.10281 -0.63095